--- a ---
ORCA calculation (ωB97M-V with the def2-TZVPD basis set) on a 10-piece molecular cluster, C6H29NO9 overall.

**⟨S²⟩**: 0.758
**LUMO energy (alpha / beta)**: -4.16 / -6.93 eV
**Net charge**: +1
**Multiplicity**: 2
**Gap between HOMO and LUMO (alpha / beta)**: 0.34634 / 0.24461 Eh

Last columns: bonded neighbours and bond lengths (Å).
Atoms and positions in Å:
1 C 2.04 -0.62 3.73  C2 1.561, H8 1.083, H9 1.086, H10 1.096
2 C 1.51 -1.46 2.52  C1 1.561, C5 1.490, H11 1.101, H12 1.089
3 N -0.72 0.41 2.45  C4 1.352, H13 1.012, H14 1.012
4 C -0.01 0.22 1.31  N3 1.352, C5 1.402, C7 1.455
5 C 1.00 -0.74 1.32  C2 1.490, C4 1.402, H15 1.087
6 C -0.12 1.02 -1.00  C7 1.337, H16 1.083, H17 1.079
7 C -0.17 1.27 0.32  C4 1.455, C6 1.337, H18 1.083
8 H 1.49 -0.78 4.65  C1 1.083
9 H 3.11 -0.77 3.76  C1 1.086
10 H 1.96 0.45 3.47  C1 1.096
11 H 0.68 -2.08 2.90  C2 1.101
12 H 2.22 -2.18 2.13  C2 1.089
13 H -0.34 0.01 3.30  N3 1.012
14 H -1.24 1.27 2.58  N3 1.012
15 H 1.60 -0.80 0.41  C5 1.087
16 H -0.25 1.85 -1.69  C6 1.083
17 H -0.05 0.04 -1.43  C6 1.079
18 H -0.23 2.30 0.66  C7 1.083
19 H -5.05 -0.58 1.05  O21 0.962
20 H -4.13 0.61 1.47  O21 0.958
21 O -4.93 0.37 1.01  H19 0.962, H20 0.958
22 H -1.87 -2.86 -1.81  O24 0.967
23 H -2.16 -1.65 -2.50  O24 0.976
24 O -1.58 -2.43 -2.62  H22 0.967, H23 0.976
25 H 0.36 -1.87 -2.38  O27 0.966
26 H 2.01 -1.97 -2.65  O27 0.954
27 O 1.26 -1.57 -2.21  H25 0.966, H26 0.954
28 H 2.22 1.36 1.57  O30 0.959
29 H 2.80 1.03 0.20  O30 0.972
30 O 2.92 1.62 0.97  H28 0.959, H29 0.972
31 H 2.13 0.38 -2.26  O33 0.972
32 H 2.54 1.74 -1.78  O33 0.972
33 O 2.86 0.82 -1.78  H31 0.972, H32 0.972
34 H -2.30 0.21 -0.72  O36 0.961
35 H -3.70 0.41 -1.34  O36 0.968
36 O -2.83 0.02 -1.50  H34 0.961, H35 0.968
37 H 1.48 4.48 -1.00  O39 0.963
38 H 2.20 3.37 -0.24  O39 0.971
39 O 1.72 3.55 -1.06  H37 0.963, H38 0.971
40 H -0.21 -2.83 0.59  O42 0.953
41 H -0.75 -3.01 -0.80  O42 0.967
42 O -1.04 -2.93 0.12  H40 0.953, H41 0.967
43 H -1.89 0.56 -4.64  O45 0.961
44 H -2.40 0.60 -3.17  O45 0.971
45 O -2.13 1.15 -3.92  H43 0.961, H44 0.971

Löwdin population analysis, charges in e, atoms 1 to 8: C -0.0456; C -0.1967; N 0.2392; C -0.2642; C 0.0161; C 0.0809; C -0.0992; H 0.0846


--- b ---
ORCA calculation (ωB97M-V with the def2-TZVPD basis set) on a 9-piece molecular cluster, C6H29NO9 overall.

**⟨S²⟩**: 0.766
**LUMO energy (alpha / beta)**: -3.12 / -6.75 eV
**Net charge**: +1
**Multiplicity**: 2
**Gap between HOMO and LUMO (alpha / beta)**: 0.35977 / 0.22699 Eh

Last columns: bonded neighbours and bond lengths (Å).
Atoms and positions in Å:
1 C 1.59 2.97 -2.14  O2 1.456, C3 1.512, H9 1.080, H10 1.086
2 O 1.33 4.28 -1.57  C1 1.456, H11 0.973
3 C 1.17 2.00 -1.05  C1 1.512, C4 1.534, H12 1.149, H13 1.096
4 C 1.69 0.59 -1.32  C3 1.534, C5 1.451, H14 1.105, H15 1.153
5 C 2.04 -0.38 -0.30  C4 1.451, C6 1.356, H16 1.089
6 C 1.51 -0.48 0.95  C5 1.356, N7 1.391, H17 1.083
7 N 2.00 -1.43 1.83  C6 1.391, C8 1.441, H18 1.011
8 C 1.49 -1.22 3.17  N7 1.441, H19 1.077, H20 1.153, H21 1.095
9 H 1.01 2.72 -3.01  C1 1.080
10 H 2.67 3.02 -2.20  C1 1.086
11 H 0.36 4.20 -1.52  O2 0.973
12 H 1.65 2.24 -0.03  C3 1.149
13 H 0.07 2.02 -0.96  C3 1.096
14 H 1.16 0.10 -2.16  C4 1.105
15 H 2.72 0.83 -1.79  C4 1.153
16 H 2.81 -1.13 -0.47  C5 1.089
17 H 0.73 0.13 1.38  C6 1.083
18 H 2.81 -2.03 1.68  N7 1.011
19 H 1.56 -0.17 3.38  C8 1.077
20 H 2.33 -1.52 3.90  C8 1.153
21 H 0.47 -1.57 3.36  C8 1.095
22 H 0.45 3.46 2.50  O24 0.965
23 H -0.15 2.27 1.70  O24 0.960
24 O 0.55 2.52 2.31  H22 0.965, H23 0.960
25 H -1.96 -1.27 2.08  O27 0.966
26 H -3.30 -1.18 2.84  O27 0.969
27 O -2.68 -0.66 2.31  H25 0.966, H26 0.969
28 H -1.79 3.72 -2.25  O30 0.968
29 H -1.90 3.47 -0.73  O30 0.975
30 O -1.90 4.17 -1.40  H28 0.968, H29 0.975
31 H -2.68 1.21 0.27  O33 0.967
32 H -2.50 0.62 -1.12  O33 0.973
33 O -2.07 1.20 -0.47  H31 0.967, H32 0.973
34 H 2.17 -4.08 -1.55  O36 0.973
35 H 2.41 -3.37 -0.31  O36 0.964
36 O 1.83 -4.06 -0.64  H34 0.973, H35 0.964
37 H -1.72 -0.80 -2.77  O39 0.958
38 H -3.27 -1.01 -3.14  O39 0.962
39 O -2.60 -0.96 -2.45  H37 0.958, H38 0.962
40 H -3.54 -2.52 -1.03  O42 0.961
41 H -2.87 -3.75 -0.38  O42 0.958
42 O -3.22 -3.41 -1.20  H40 0.961, H41 0.958
43 H -1.46 -4.00 1.40  O45 0.964
44 H -0.15 -3.37 1.13  O45 0.970
45 O -0.84 -3.38 1.81  H43 0.964, H44 0.970

Löwdin population analysis, charges in e, atoms 1 to 8: C -0.2354; O -0.0641; C -0.2002; C -0.1768; C 0.0081; C -0.0229; N 0.0577; C -0.0459


Energy comparison, zero being the most stable, in kcal/mol: a 0.0; b 18.1.